No. 1
Here is a molecular structure, C42H42CoO2P2 from OMol25. Energies are from wB97M-V/def2-TZVPD.

Values from the calculation:
Maximum force, eV/Å: 2.96
⟨S²⟩: 3.763
Net charge: 0
Gap between HOMO and LUMO (alpha / beta), eV: 8.158 / 7.281
HOMO level (alpha / beta), Eh: -0.2878 / -0.2878
Multiplicity: 4
Molecular weight, u: 699.68
DFT total energy, Ha: -3841.4687

Cartesian coordinates (Å):
C (3.047, 0.893, -13.495)
H (0.821, -4.875, -10.070)
H (3.242, 3.097, -10.312)
H (0.203, 2.755, -8.916)
H (-0.045, 3.155, 0.352)
C (-0.531, -1.525, -6.643)
C (0.637, -0.040, 3.985)
H (-3.422, -3.872, -12.454)
H (-3.611, 1.253, 1.496)
H (2.982, 0.230, -0.953)
C (-1.958, -3.285, -7.547)
C (2.246, -0.563, -1.108)
C (3.211, 2.452, -11.197)
C (-1.255, -1.535, -5.449)
C (-0.871, -2.407, -7.691)
H (-2.402, -6.129, -12.662)
C (0.944, -0.830, 6.294)
H (-2.374, -2.130, -11.088)
H (-2.946, 2.791, -0.292)
C (-1.436, 1.342, -2.375)
H (1.096, -2.079, 4.539)
C (-0.557, -0.626, -9.863)
H (2.405, -1.451, -0.479)
H (2.625, 4.889, -6.062)
H (0.558, 4.735, -7.455)
H (-0.264, -6.602, -11.484)
H (2.056, -0.811, -2.169)
C (-2.150, 2.579, 0.442)
H (3.747, 2.631, -14.565)
C (-0.113, -4.653, -10.599)
P (0.096, -2.206, -9.262)
C (-1.890, -0.361, -0.487)
H (-0.814, 0.764, -3.070)
C (0.899, -1.069, 4.915)
C (0.754, 0.471, 6.805)
H (-1.955, 2.055, -3.036)
H (-2.255, -3.928, -8.379)
H (0.802, 0.671, 7.878)
H (-1.957, -0.812, 1.574)
C (-2.488, -4.094, -11.945)
C (1.303, 3.933, -7.478)
C (-2.432, 0.382, -1.685)
H (4.346, 3.080, -6.139)
C (-0.723, -3.385, -10.432)
H (-2.163, 3.438, 1.155)
C (0.576, -0.313, 2.470)
O (0.451, -1.507, 2.130)
H (-0.068, 1.368, -10.546)
C (0.521, 1.503, 5.887)
C (-2.091, -0.035, 0.796)
C (-1.891, -3.103, -11.151)
H (2.970, 0.288, -14.381)
H (-2.715, -0.380, -2.439)
Co (0.796, 0.414, -0.406)
C (0.497, 1.259, 4.507)
C (2.074, 1.811, -8.367)
P (1.996, 0.388, -9.519)
C (3.489, 2.208, -13.599)
H (-3.341, 0.929, -1.389)
C (0.266, 0.461, -10.028)
H (1.146, -1.644, 6.991)
H (-0.989, -0.851, -4.634)
H (0.378, 2.525, 6.253)
C (-1.915, -5.357, -12.063)
H (0.394, 2.499, -1.968)
C (3.237, 1.905, -7.572)
C (3.435, 3.005, -6.740)
C (2.462, 4.016, -6.702)
C (-0.491, 2.084, -1.448)
C (-2.699, -3.287, -6.361)
C (-2.344, -2.414, -5.321)
H (0.271, -0.802, -6.792)
H (-1.523, -1.393, -0.722)
H (2.262, -0.666, -12.216)
H (0.402, 2.069, 3.787)
C (-2.501, 1.310, 1.296)
C (2.753, 1.133, -11.106)
H (-3.561, -3.953, -6.261)
H (-2.934, -2.404, -4.400)
H (-1.616, -0.583, -10.128)
C (-0.813, 2.602, -0.210)
H (-2.057, 1.498, 2.299)
C (-0.716, -5.619, -11.395)
H (3.993, 1.121, -7.645)
O (0.609, 0.702, 1.643)
C (1.099, 2.818, -8.303)
H (3.889, 3.999, -12.504)
C (2.672, 0.348, -12.272)
C (3.567, 2.971, -12.444)

Results of the Mulliken charge analysis, in e, for atoms 1 through 5:
1. C -0.47
2. H 0.36
3. H 0.26
4. H 0.34
5. H 0.40

No. 2
Here is a molecular structure, C42H42O3P2Re from OMol25. Energies are from wB97M-V/def2-TZVPD.

Values from the calculation:
Maximum force, eV/Å: 7.48
⟨S²⟩: 3.817
Net charge: +2
Gap between HOMO and LUMO (alpha / beta), eV: 4.403 / 4.320
HOMO level (alpha / beta), Eh: -0.4442 / -0.4442
Multiplicity: 4
Molecular weight, u: 842.95
DFT total energy, Ha: -2611.4764
ΔE to the lowest compared entry with this formula, charge and spin, kcal per mole: 90.64

Cartesian coordinates (Å):
C (-2.162, -3.764, 1.564)
H (3.210, 2.918, -1.865)
H (1.953, -0.928, 0.518)
H (1.828, -2.524, 1.410)
C (-1.701, -3.037, -0.826)
C (5.846, 2.500, 0.374)
Re (0.414, 1.482, -0.502)
H (-0.708, 1.074, 5.227)
C (2.545, 0.093, 4.940)
H (-5.454, -0.704, 5.237)
H (1.203, 0.313, 6.624)
C (3.287, 2.803, -5.728)
H (-3.270, 0.874, -4.860)
H (-1.721, 2.940, -1.112)
H (-2.871, -1.414, -5.806)
P (1.899, 1.529, 1.089)
C (0.655, -3.755, 0.050)
H (-1.529, -4.657, 1.693)
C (-2.106, -0.937, -5.191)
H (-1.465, 2.007, -3.608)
O (-3.947, -0.468, -0.344)
C (-6.986, -1.623, 2.313)
C (-4.761, -0.649, 1.896)
H (-0.735, -2.608, -5.320)
O (-6.152, -1.364, 0.102)
C (-0.905, -1.602, -4.921)
H (1.502, -4.067, 2.044)
H (-7.888, -2.087, 1.921)
C (-3.669, -0.334, 0.905)
C (4.208, 3.598, -3.656)
C (4.726, 4.412, 1.317)
H (-7.564, -1.745, 4.371)
O (-2.556, 0.035, 1.346)
H (-3.072, -3.803, 2.183)
H (-2.651, -4.852, -0.262)
H (3.297, 2.781, -6.815)
C (-2.330, 0.347, -4.676)
C (-1.321, 0.981, -3.950)
C (0.253, 0.852, 4.759)
H (0.280, -2.167, 3.237)
H (0.403, -4.820, 0.090)
C (1.677, -0.002, -1.482)
C (1.015, -3.253, 1.488)
C (-4.588, -0.489, 3.274)
H (-3.645, -0.063, 3.622)
C (2.287, 2.116, -3.629)
C (-0.366, -3.059, -0.794)
H (1.032, -1.504, -3.986)
C (-1.360, -2.548, 1.999)
C (4.248, 3.559, -5.052)
H (4.647, 0.710, 0.127)
H (4.738, 5.452, 1.635)
H (-5.244, -0.966, -0.339)
C (-2.591, -3.820, 0.091)
H (4.933, 4.189, -3.106)
H (0.089, -2.318, -1.458)
C (-1.626, 1.987, -0.545)
H (1.914, -0.831, -2.160)
H (-0.424, 1.298, 2.758)
H (3.687, 0.068, 3.110)
H (-3.618, -3.485, -0.062)
C (5.893, 3.833, 0.802)
H (1.594, 1.476, -5.567)
C (0.086, -0.984, -4.148)
H (3.358, -0.302, 5.552)
C (2.316, 2.083, -5.032)
C (-0.061, -2.625, 2.312)
C (-0.110, 0.332, -3.678)
P (1.044, 1.329, -2.585)
H (-2.016, 2.088, 0.494)
H (-2.135, 1.168, -1.097)
C (2.735, 0.324, 3.575)
C (3.548, 3.675, 1.435)
C (1.826, -0.030, -0.070)
H (2.632, 4.120, 1.834)
C (1.321, 0.407, 5.543)
H (1.594, -3.617, -0.518)
H (-1.928, -1.638, 2.238)
C (4.672, 1.745, 0.475)
C (3.525, 2.329, 1.031)
H (4.996, 4.136, -5.601)
C (0.425, 1.020, 3.386)
C (-5.983, -1.198, 1.403)
C (-6.789, -1.431, 3.673)
H (6.742, 2.052, -0.052)
C (1.695, 0.884, 2.805)
H (-2.230, -2.292, -1.442)
C (-5.604, -0.852, 4.164)
H (6.828, 4.408, 0.761)
C (3.237, 2.891, -2.955)

Results of the Mulliken charge analysis, in e, for atoms 1 through 5:
1. C -0.84
2. H -0.04
3. H 0.00
4. H 0.22
5. C -0.19

No. 3
Here is a molecular structure, C42H43BaBrN4S3Si from OMol25. Energies are from wB97M-V/def2-TZVPD.

Values from the calculation:
Maximum force, eV/Å: 1.07
Net charge: -2
Gap between HOMO and LUMO, eV: 4.482
HOMO level, Eh: -0.0525
Molecular weight, u: 945.35
DFT total energy, Ha: -5928.9539
ΔE to the lowest compared entry with this formula, charge and spin, kcal per mole: 25.12

Cartesian coordinates (Å):
C (5.245, 2.796, 2.156)
H (-3.321, -1.015, 3.335)
C (-1.350, -0.203, 3.286)
C (-3.429, 1.325, -1.320)
C (2.745, 2.798, -5.498)
C (3.350, -1.457, -0.830)
H (-4.860, -3.523, 1.021)
C (-4.764, 3.755, 1.569)
C (3.714, 0.907, -4.400)
H (6.049, 3.356, 1.700)
H (3.735, 3.434, 0.742)
H (2.458, -4.114, -1.395)
H (3.839, -2.445, -0.768)
C (1.409, -4.417, -3.224)
N (3.724, 0.708, -1.956)
H (-1.102, -4.153, -0.919)
C (-2.543, -0.524, 3.902)
C (0.582, -1.722, -2.931)
N (1.897, -1.594, -0.823)
N (0.838, 0.795, 3.309)
C (5.465, 2.006, 3.273)
C (-0.505, 0.699, 5.352)
H (-3.683, 4.579, -1.132)
C (2.444, 3.336, -4.257)
H (-4.131, 0.444, 1.451)
C (3.383, 1.572, -5.571)
Br (-4.369, -0.584, 6.093)
H (4.520, 0.701, 4.705)
C (-2.667, 4.226, -0.913)
H (-6.153, 0.401, 2.842)
C (2.769, 2.686, -3.062)
H (4.653, 2.359, -1.100)
H (3.643, -0.896, 0.063)
H (-3.386, 0.296, -0.954)
H (-4.384, 4.712, 1.223)
C (-4.020, -5.840, -1.315)
H (-2.894, 1.341, -2.275)
H (-1.857, 0.633, 7.017)
C (-4.101, 2.582, 1.203)
N (2.935, 2.180, 2.144)
C (-1.704, 0.398, 5.972)
C (-5.764, 1.350, 2.489)
H (4.857, 0.854, -0.195)
C (-4.625, 1.380, 1.699)
C (1.811, -3.657, -2.138)
H (4.906, -1.020, -2.262)
C (-2.711, -0.209, 5.240)
C (4.817, 1.288, -1.197)
C (3.416, 1.430, -3.144)
C (-4.251, -4.078, 0.318)
H (-5.839, -5.389, -0.267)
H (-2.129, 4.157, -1.863)
C (-6.420, 2.531, 2.818)
H (0.375, -2.400, 0.391)
H (0.250, -4.400, -5.036)
C (3.856, -0.732, -2.074)
H (-4.480, 1.574, -1.505)
C (0.584, -3.829, -4.177)
H (2.477, 3.336, -6.400)
S (2.367, 3.486, -1.554)
C (1.449, -2.203, 0.429)
H (3.262, -1.082, -2.917)
H (0.279, 1.203, 5.906)
H (1.740, -5.444, -3.323)
H (1.970, -3.150, 0.647)
C (3.958, 2.843, 1.626)
H (-0.465, -2.054, -4.758)
H (6.454, 1.932, 3.708)
C (1.416, -2.333, -1.973)
H (-7.323, 2.510, 3.418)
H (2.160, 0.269, 4.802)
Si (-2.626, 2.509, -0.036)
C (-2.138, -4.430, -0.763)
C (-2.904, -3.699, 0.164)
H (3.618, 1.124, -6.530)
C (-0.313, 0.412, 3.995)
H (1.918, 4.279, -4.182)
H (-4.451, -6.657, -1.883)
Ba (0.387, 1.369, -0.194)
C (0.180, -2.518, -4.023)
C (-5.907, 3.737, 2.362)
H (-6.408, 4.667, 2.613)
S (-2.226, -2.392, 1.082)
H (1.645, -1.518, 1.263)
C (-2.688, -5.477, -1.484)
C (-4.794, -5.126, -0.407)
H (-2.069, -6.013, -2.196)
C (3.139, 1.432, 3.235)
C (4.398, 1.322, 3.826)
H (4.212, -0.052, -4.475)
H (-1.204, -0.471, 2.245)
H (5.789, 1.108, -1.691)
H (-2.164, 4.991, -0.314)
C (1.985, 0.776, 3.846)
S (0.053, -0.075, -2.879)

Results of the natural (NBO) charge analysis, in e, for atoms 1 through 5:
1. C -0.25
2. H 0.26
3. C -0.19
4. C -1.09
5. C -0.23

No. 4
Here is a molecular structure, C42H43Cl2MoN4OPSi2Te from OMol25. Energies are from wB97M-V/def2-TZVPD.

Values from the calculation:
Maximum force, eV/Å: 0.47
⟨S²⟩: 2.039
Net charge: 0
Gap between HOMO and LUMO (alpha / beta), eV: 6.623 / 6.761
HOMO level (alpha / beta), Eh: -0.2576 / -0.2808
Multiplicity: 3
Molecular weight, u: 1001.43
DFT total energy, Ha: -4097.4883
ΔE to the lowest compared entry with this formula, charge and spin, kcal per mole: 0.00

Cartesian coordinates (Å):
C (2.373, -5.257, 0.542)
Cl (-1.350, -3.789, 2.767)
H (2.357, -6.258, 0.947)
H (1.165, -0.554, -4.988)
H (1.729, 1.629, -1.546)
C (-4.331, 2.207, 2.527)
H (5.527, 0.406, -2.109)
C (1.270, -0.943, 4.710)
H (3.452, 4.473, 2.044)
H (2.246, 2.426, 2.637)
C (-3.804, -0.971, -0.484)
H (4.197, -0.957, 1.289)
H (-3.384, 2.790, -0.677)
N (-4.546, -2.350, 1.556)
H (0.440, 1.961, 6.235)
C (-2.180, 2.865, 1.671)
C (2.061, -1.385, -1.114)
H (-0.317, 2.957, -0.758)
C (0.457, 0.668, 3.109)
C (5.011, -0.519, -1.843)
C (1.164, -1.575, 2.285)
C (3.573, -3.355, -0.315)
H (1.130, 0.603, -3.658)
C (1.941, 2.984, 1.762)
C (2.234, 4.893, 0.328)
N (-1.486, -1.234, 0.016)
H (2.761, 5.804, 0.075)
C (-4.199, -1.738, 0.640)
N (-5.679, -0.230, -2.080)
C (1.624, -0.292, -4.031)
C (-3.469, 3.191, 2.071)
C (-2.451, -0.688, -0.675)
C (-0.188, -2.603, -2.979)
Si (3.415, -0.096, -0.917)
H (3.685, -2.703, -3.799)
C (0.871, 2.547, 0.985)
H (3.138, 1.708, -2.604)
H (2.272, -3.358, -4.622)
C (0.950, -0.596, 3.397)
Mo (0.334, -1.405, 0.291)
H (-0.121, 2.578, 3.913)
O (1.918, -2.512, 2.466)
C (2.817, 1.559, -1.572)
C (-3.278, 1.923, -2.639)
C (-4.846, 2.768, -4.250)
C (3.876, 0.013, 0.902)
N (1.200, -3.326, -0.148)
C (0.276, 1.595, 4.135)
H (-3.571, -4.172, 2.104)
H (-2.288, -0.471, 2.259)
C (-1.744, 1.543, 1.715)
C (2.346, -2.718, -0.533)
C (-5.366, 3.626, -3.291)
H (-0.601, -2.454, -3.980)
H (1.659, -1.934, 4.903)
C (-4.838, -0.548, -1.358)
C (-4.840, 3.635, -2.007)
H (4.699, 0.721, 1.038)
C (2.621, 4.148, 1.431)
Si (1.510, -1.786, -2.899)
Cl (-2.355, -4.922, 0.251)
C (0.497, 3.298, -0.131)
H (-4.558, 0.109, 2.949)
H (3.045, 0.350, 1.522)
P (-0.023, 1.010, 1.387)
H (0.242, -4.953, 0.672)
H (-1.517, 3.655, 1.346)
C (-2.646, -4.722, 1.987)
H (4.493, -2.861, -0.589)
H (-3.425, 1.218, -4.662)
H (0.862, 5.037, -1.319)
H (-5.263, 2.752, -5.248)
C (-3.790, 2.791, -1.682)
H (3.219, 2.380, -0.974)
H (-0.072, -3.679, -2.823)
C (1.083, -0.025, 5.724)
H (-6.189, 4.283, -3.543)
C (-3.807, 1.911, -3.924)
H (-0.935, -2.254, -2.266)
C (-3.896, 0.890, 2.598)
C (2.670, -3.071, -3.644)
C (1.204, -4.557, 0.382)
C (1.168, 4.465, -0.452)
H (2.671, -0.046, -4.225)
C (-2.612, 0.561, 2.199)
Te (-1.684, 0.632, -2.159)
C (3.574, -4.629, 0.206)
H (-3.795, 4.223, 2.028)
H (-5.251, 4.298, -1.256)
H (1.318, -0.291, 6.747)
H (-5.338, 2.463, 2.831)
H (5.700, -1.104, -1.230)
H (4.834, -1.071, -2.768)
H (4.512, -5.149, 0.354)
H (-2.672, -5.704, 2.443)
H (2.727, -3.979, -3.040)
C (0.588, 1.246, 5.436)

Results of the Mulliken charge analysis, in e, for atoms 1 through 5:
1. C -0.94
2. Cl -0.04
3. H 0.46
4. H 0.43
5. H -0.32

No. 5
Here is a molecular structure, C42H43ClOsP2 from OMol25. Energies are from wB97M-V/def2-TZVPD.

Values from the calculation:
Maximum force, eV/Å: 2.71
⟨S²⟩: 6.021
Net charge: +2
Gap between HOMO and LUMO (alpha / beta), eV: 5.739 / 5.675
HOMO level (alpha / beta), Eh: -0.4519 / -0.4916
Multiplicity: 5
Molecular weight, u: 835.44
DFT total energy, Ha: -2858.8556

Cartesian coordinates (Å):
H (0.991, 2.386, -1.746)
C (-1.258, 0.810, 2.132)
H (1.297, -0.977, -4.347)
H (-2.297, 2.818, -4.133)
C (-3.986, -0.105, -0.477)
H (4.197, 4.873, -1.691)
H (-3.061, 1.347, -2.614)
H (1.600, 2.544, 0.755)
H (-2.295, 0.465, 1.975)
H (5.104, 2.797, -2.759)
H (4.282, 0.560, -2.008)
C (-2.539, -3.567, -0.588)
H (2.350, 4.698, 0.000)
H (-4.708, -5.288, 1.389)
H (-0.289, -2.760, -1.858)
C (-2.253, -2.492, 0.274)
H (1.167, -0.417, 2.343)
C (-1.710, -0.248, -2.967)
H (-0.966, -1.628, 3.349)
H (-0.713, -1.961, -3.770)
C (-4.016, -4.508, 1.072)
C (-0.233, 2.732, -3.502)
C (3.523, -1.199, 0.583)
H (-5.975, 0.736, -0.314)
C (-0.781, 1.536, 4.584)
H (-4.309, -1.144, -0.615)
C (1.384, -1.622, -1.126)
C (-0.728, -0.090, 6.381)
C (4.338, 2.728, -1.980)
H (-1.291, 1.907, 1.989)
H (-1.325, -0.843, -4.972)
H (-2.612, -1.599, 2.203)
H (-0.867, -2.160, 5.762)
H (-2.068, -3.616, -1.567)
C (-2.160, 1.548, -0.460)
C (1.491, 0.472, 1.797)
C (-4.435, 2.254, -0.088)
C (2.899, 1.379, -0.564)
H (2.312, -2.930, 1.046)
C (-3.433, -4.554, -0.193)
H (2.012, 0.335, -2.640)
C (-0.913, -0.812, 4.069)
C (4.819, -0.659, 0.610)
C (-0.948, 0.517, 3.608)
C (-3.716, -3.457, 1.949)
H (4.218, -4.235, 1.998)
C (-1.528, 2.049, -3.994)
C (-0.821, -0.889, -3.987)
P (2.084, -0.253, -0.117)
H (-2.690, 3.585, -0.026)
C (-0.853, -1.120, 5.441)
C (0.556, 1.842, -2.590)
C (3.887, 1.475, -1.563)
H (2.145, -2.234, -1.643)
C (-3.081, 2.575, -0.142)
C (-2.086, 1.047, -3.044)
H (2.587, 0.620, 1.926)
H (-3.686, -5.370, -0.875)
C (5.901, -1.411, 1.086)
C (2.837, 3.814, -0.423)
H (-1.278, 1.869, -1.101)
H (-0.456, 3.671, -2.971)
Os (-0.018, 0.746, 0.340)
H (-0.581, 2.046, 6.667)
C (-2.842, -2.441, 1.553)
H (0.490, 0.423, -5.047)
H (6.902, -0.977, 1.055)
C (-2.625, 0.172, -0.497)
H (0.350, 3.004, -4.397)
H (-1.343, 1.586, -4.975)
C (-0.708, 1.235, 5.946)
C (1.016, 0.637, -2.976)
C (3.825, 3.892, -1.398)
C (-4.898, 0.944, -0.300)
C (0.053, -1.917, -1.244)
H (-0.634, -0.322, 7.441)
P (-1.228, -1.096, -0.264)
H (6.530, -3.294, 1.924)
C (4.388, -3.236, 1.601)
C (2.424, 2.565, 0.027)
C (3.313, -2.497, 1.093)
H (-2.409, -0.970, -2.522)
H (-4.166, -3.417, 2.947)
C (0.552, -0.191, -4.134)
H (1.078, 1.390, 2.289)
H (-5.156, 3.057, 0.096)
H (4.999, 0.345, 0.222)
C (5.686, -2.709, 1.575)
Cl (-0.614, 3.181, 4.109)

Results of the Mulliken charge analysis, in e, for atoms 1 through 5:
1. H -0.01
2. C -2.19
3. H 0.45
4. H 0.49
5. C -0.61